(1)
This record from the OMol25 dataset describes a gas-phase ion, C3H5ClN (charge +1). The level of theory is ωB97M-V with the def2-TZVPD basis set.

- calculated total energy (eV) = -17194.81846
- total charge = +1
- E_HOMO (eV) = -14.12
- multiplicity = 1
- HOMO-LUMO gap (eV) = 10.1

```
10
Properties=species:S:1:pos:R:3:forces:R:3
C 0.798182 -0.463850 0.310515 2.72 -1.09 0.78
C 1.910476 -0.529489 0.816728 -3.50 0.38 -1.71
C -0.437921 -0.601857 -0.421460 0.72 1.23 -0.56
N -1.065533 0.815321 -0.209362 0.84 -0.40 2.49
Cl 3.389073 -0.470300 1.350585 1.74 -0.02 0.84
H -1.043742 -1.342235 0.020540 -1.04 -0.75 0.31
H -0.249417 -0.797786 -1.494763 -0.43 0.21 0.55
H -0.305802 1.130757 0.558822 -2.61 -0.03 -1.58
H -2.083713 0.879569 0.084872 1.56 -0.20 -0.27
H -0.911604 1.379869 -1.016476 0.00 0.67 -0.86
```
Forces are in eV/Å.

Löwdin atomic charge list, values in e, 5 entries:
1. C -0.12
2. C -0.63
3. C -0.11
4. N 0.17
5. Cl 0.88


(2)
This record from the OMol25 dataset describes a molecular structure, C22H16N4O4Pt. The level of theory is ωB97M-V with the def2-TZVPD basis set.

- calculated total energy (eV) = -40448.26798
- total charge = +2
- E_HOMO (spin up / spin down) (eV) = -13.81 / -14.24
- multiplicity = 5
- HOMO-LUMO gap (spin up / spin down) (eV) = 7.1 / 3.9
- expectation value of S² = 6.049

```
47
Properties=species:S:1:pos:R:3:forces:R:3
Pt -17.232440 -6.300478 6.077980 0.12 -0.36 3.42
O -17.158978 -2.413337 7.186461 -0.53 -2.08 -0.18
C -17.332403 -3.614598 7.075207 0.84 0.83 -0.68
O -17.551972 -4.258089 5.901977 0.38 -0.82 0.67
C -17.272932 -4.541572 8.283225 0.75 -1.46 -1.42
C -16.915515 -4.200776 9.533992 0.14 1.80 1.81
C -17.188600 -5.063038 10.590692 -0.31 -1.12 0.41
C -17.806498 -6.302073 10.297115 0.15 0.29 0.50
C -17.902778 -6.726546 8.954482 1.49 0.93 1.26
N -17.438671 -5.867399 8.016620 -2.51 0.74 -0.58
H -16.488377 -3.203413 9.700540 -0.43 -0.35 -0.03
H -16.957851 -4.804293 11.654797 -0.26 -0.16 -1.22
H -18.145592 -6.921112 11.153344 0.23 0.27 -0.98
H -18.154785 -7.758882 8.714415 0.01 0.48 -0.27
C -7.656643 -13.396652 1.488221 1.96 -3.09 -0.69
O -7.938826 -12.243577 0.706851 -0.10 0.43 -0.71
C -9.100464 -11.671626 0.899650 0.66 0.04 1.24
C -9.350626 -10.327663 0.460765 0.81 0.68 -1.22
C -10.347959 -9.629842 1.050238 -1.92 0.51 -0.08
C -11.351657 -10.333592 1.883181 1.79 0.78 -1.66
C -11.161569 -11.676163 2.238193 1.56 -0.54 -0.04
C -9.952272 -12.286921 1.829584 -2.77 -1.08 1.02
N -12.548853 -9.700617 2.149404 -0.78 -1.60 1.83
N -13.254202 -10.365843 3.038790 0.55 1.20 -2.50
C -14.190635 -9.846747 3.875709 -1.76 -0.13 3.36
C -14.177049 -10.324709 5.219400 2.30 -1.23 -1.71
C -14.920177 -9.825220 6.226347 -1.73 0.97 3.09
C -15.823769 -8.760339 5.991797 -0.42 1.24 -1.45
O -16.577887 -8.198847 6.878788 0.70 0.20 -2.04
C -15.915310 -8.277402 4.576004 -0.40 -0.53 1.59
N -16.739188 -7.211575 4.373949 -0.52 -0.33 -1.44
C -17.201871 -6.981400 3.137946 0.81 0.80 0.17
C -16.657636 -7.652770 2.051788 0.60 -0.98 -0.65
C -15.582662 -8.556624 2.211797 -1.15 1.24 0.32
C -15.252161 -8.957962 3.540239 0.28 1.32 -1.62
H -6.603468 -13.799561 1.279002 -1.27 1.52 0.40
H -8.223841 -14.303796 1.180223 -0.21 0.85 -0.17
H -7.866509 -13.254049 2.536260 0.56 0.37 0.25
H -8.733484 -9.862478 -0.362031 -0.54 -0.62 1.25
H -10.582251 -8.566907 0.753930 0.42 -1.35 0.42
H -11.927657 -12.127215 2.883753 0.71 -0.19 -0.46
H -9.696979 -13.335910 2.149869 -0.87 1.56 -0.29
H -13.450254 -11.134725 5.417120 -0.44 0.62 0.06
H -14.904779 -10.091381 7.333588 0.40 -0.28 -1.77
H -17.855450 -6.105447 2.950139 0.28 -0.81 0.53
H -17.106898 -7.394421 1.088235 0.64 -0.23 0.14
H -15.003118 -8.852762 1.344151 -0.22 -0.35 0.12
```
Forces are in eV/Å.

Löwdin atomic charge list, values in e, 5 entries:
1. Pt 1.27
2. O 0.13
3. C -0.51
4. O -0.21
5. C -0.18


(3)
This record from the OMol25 dataset describes a molecular structure, C17H20CaN8O2PSe. The level of theory is ωB97M-V with the def2-TZVPD basis set.

- calculated total energy (eV) = -127047.43412
- total charge = -1
- E_HOMO (eV) = -1.91
- multiplicity = 1
- HOMO-LUMO gap (eV) = 4.6

```
50
Properties=species:S:1:pos:R:3:forces:R:3
Ca 1.458838 -0.677354 0.724546 -0.50 0.63 1.87
C -3.100251 1.028820 -1.300333 0.02 0.47 -0.11
N -2.577217 -0.283057 -1.062012 0.07 -0.22 0.10
C -2.529497 -1.308089 -1.955676 -0.01 -0.33 -0.14
C -1.859195 -2.320953 -1.331716 -0.28 0.08 -0.36
N -1.492432 -1.937467 -0.087413 0.20 0.08 0.26
C -1.903797 -0.697612 0.049488 -0.40 -0.25 0.05
P -1.822886 0.355718 1.525396 0.00 0.15 0.25
C -0.795829 -0.697855 2.585417 -0.04 0.04 0.13
N -0.124847 -1.778940 2.233124 -0.06 -0.16 0.01
C 0.413724 -2.269917 3.374694 -0.11 -0.07 0.48
C 0.051464 -1.484061 4.432555 0.27 -0.27 -0.01
N -0.732494 -0.500628 3.924927 -0.42 -0.50 -0.02
C -1.130763 0.683479 4.620580 -0.07 0.38 0.25
C -0.583367 1.497004 0.855422 0.09 0.07 0.14
N 0.124262 1.149392 -0.198627 -0.47 -0.03 -0.22
C 0.923539 2.201595 -0.484512 -0.05 0.51 -0.01
C 0.673860 3.207892 0.402607 0.24 0.05 -0.20
N -0.309592 2.767117 1.233493 -0.31 0.08 -0.55
C -0.679069 3.416645 2.455560 -0.03 0.12 0.38
H -3.967522 0.975073 -1.961710 0.07 -0.04 0.07
H -2.332184 1.662411 -1.750855 -0.04 0.00 0.03
H -3.408147 1.466987 -0.348189 -0.03 0.02 -0.11
H -2.967453 -1.235685 -2.931288 -0.02 0.09 -0.17
H -1.623325 -3.303783 -1.693353 0.00 -0.13 -0.16
H 1.009107 -3.164864 3.365290 0.14 -0.01 0.07
H 0.316802 -1.516849 5.471102 0.04 0.02 0.11
H -1.467913 0.436292 5.627279 -0.10 -0.06 -0.04
H -1.940615 1.160865 4.063016 0.04 -0.05 0.23
H -0.267235 1.355598 4.678703 0.05 0.01 -0.18
H 1.611479 2.168842 -1.307431 0.15 0.05 -0.09
H 1.136320 4.163579 0.540631 0.08 0.18 0.04
H -0.867766 4.475199 2.274940 -0.06 -0.01 -0.04
H 0.149252 3.293211 3.162822 -0.02 -0.14 0.02
H -1.577619 2.949458 2.859901 0.04 0.11 -0.07
Se 1.957203 1.011866 2.798674 0.50 0.24 0.30
C 1.529674 -0.630609 -5.134968 -0.11 0.15 -0.25
N 1.918248 -1.088074 -3.827302 -0.19 0.09 0.28
C 2.951352 -1.944823 -3.662898 0.25 -0.11 0.18
C 3.345267 -2.349007 -2.441384 0.16 -0.10 -0.07
C 2.651196 -1.803262 -1.287760 0.53 -0.54 -1.52
O 2.993219 -2.057433 -0.122384 0.74 -0.71 0.55
N 1.608140 -0.997062 -1.501551 -0.13 -0.01 -0.13
C 1.170890 -0.630005 -2.697619 -0.13 0.12 -1.19
O 0.195735 0.068545 -2.917958 -0.27 0.22 -0.05
H 2.338354 -0.064372 -5.603722 -0.02 0.01 -0.02
H 0.661008 0.014553 -4.995142 0.15 -0.11 -0.11
H 1.263372 -1.469343 -5.779694 -0.03 -0.03 -0.05
H 3.445295 -2.265610 -4.575430 -0.04 -0.03 0.07
H 4.163419 -3.033426 -2.299240 0.10 -0.04 -0.01
```
Forces are in eV/Å.

Löwdin atomic charge list, values in e, 5 entries:
1. Ca 1.00
2. C -0.05
3. N -0.13
4. C -0.09
5. C -0.16


Among the records above, which one has the highest calculated total energy? C3H5ClN


The highest total charge belongs to which entry? C22H16N4O4Pt


Copy entry 1 word for word.
This record from the OMol25 dataset describes a gas-phase ion, C3H5ClN (charge +1). The level of theory is ωB97M-V with the def2-TZVPD basis set.

- calculated total energy (eV) = -17194.81846
- total charge = +1
- E_HOMO (eV) = -14.12
- multiplicity = 1
- HOMO-LUMO gap (eV) = 10.1

```
10
Properties=species:S:1:pos:R:3:forces:R:3
C 0.798182 -0.463850 0.310515 2.72 -1.09 0.78
C 1.910476 -0.529489 0.816728 -3.50 0.38 -1.71
C -0.437921 -0.601857 -0.421460 0.72 1.23 -0.56
N -1.065533 0.815321 -0.209362 0.84 -0.40 2.49
Cl 3.389073 -0.470300 1.350585 1.74 -0.02 0.84
H -1.043742 -1.342235 0.020540 -1.04 -0.75 0.31
H -0.249417 -0.797786 -1.494763 -0.43 0.21 0.55
H -0.305802 1.130757 0.558822 -2.61 -0.03 -1.58
H -2.083713 0.879569 0.084872 1.56 -0.20 -0.27
H -0.911604 1.379869 -1.016476 0.00 0.67 -0.86
```
Forces are in eV/Å.

Löwdin atomic charge list, values in e, 5 entries:
1. C -0.12
2. C -0.63
3. C -0.11
4. N 0.17
5. Cl 0.88